# 1
{
  "formula": "C4H3F3",
  "method": "the ωB97M-V functional and the def2-TZVPD basis",
  "gap_ev": [8.964, 8.953],
  "homo_ha": [-0.392, -0.392],
  "relative_energy_kcal_mol": 79.51,
  "elements": ["H", "H", "F", "C", "H", "C", "F", "C", "C", "F"],
  "xyz": [[0.73, 1.82, 1.28], [2.24, -0.14, 0.28], [-1.56, 1.24, -0.81], [-0.93, 0.34, -0.04], [0.29, -0.81, -1.66], [0.08, -0.56, -0.68], [-0.42, -2.64, -0.12], [0.31, 0.90, 0.78], [1.11, -0.03, 0.19], [-1.86, -0.13, 0.77]]
}



# 2
{
  "formula": "C4H6ClN2O2S",
  "method": "the ωB97M-V functional and the def2-TZVPD basis",
  "charge": 1,
  "gap_ev": 7.023,
  "homo_ha": -0.485,
  "relative_energy_kcal_mol": 54.21,
  "elements": ["N", "H", "O", "H", "H", "H", "S", "O", "C", "Cl", "C", "H", "C", "H", "N", "C"],
  "xyz": [[-0.30, 1.29, 1.40], [-1.00, 0.84, -1.65], [2.91, -0.61, -0.50], [0.35, 1.39, 2.17], [0.06, -2.92, -0.59], [1.44, -2.76, 0.61], [1.67, -1.02, -1.05], [1.31, -0.60, -2.36], [-1.97, 1.79, 0.09], [-2.06, 2.93, 2.66], [1.18, -2.70, -0.44], [-2.76, 2.30, -0.40], [-0.07, 0.63, 0.28], [1.77, -3.56, -0.94], [-1.07, 1.02, -0.59], [-1.46, 1.98, 1.32]]
}



# 3
{
  "formula": "C5H11NO",
  "method": "the ωB97M-V functional and the def2-TZVPD basis",
  "gap_ev": 9.847,
  "smiles": "CCC(=O)N(C)C",
  "homo_ha": -0.336,
  "relative_energy_kcal_mol": 72.99,
  "elements": ["C", "H", "H", "H", "H", "N", "H", "C", "H", "C", "H", "H", "H", "C", "H", "O", "H", "C"],
  "xyz": [[-0.42, 1.41, -0.39], [1.01, 2.20, 1.11], [-1.61, -2.58, 0.40], [1.66, -0.41, 0.57], [-0.01, -2.82, -0.18], [-0.33, -0.84, 0.04], [1.72, 1.85, -0.44], [-0.52, 0.05, -0.97], [0.58, -0.10, 1.92], [0.83, 2.17, 0.06], [-0.85, 1.27, 0.68], [0.57, 3.32, -0.28], [-0.94, 1.87, -1.27], [0.70, -0.76, 1.10], [0.94, -1.82, 1.26], [-0.97, -0.20, -2.13], [-1.44, -2.30, -1.24], [-0.91, -2.31, -0.24]]
}



# 4
{
  "formula": "C4H10N2OS",
  "method": "the ωB97M-V functional and the def2-TZVPD basis",
  "gap_ev": 9.426,
  "smiles": "C/C=N/CCNSO",
  "homo_ha": -0.320,
  "relative_energy_kcal_mol": 69.95,
  "elements": ["H", "C", "H", "N", "C", "C", "O", "H", "S", "H", "C", "N", "H", "H", "H", "H", "H", "H"],
  "xyz": [[0.73, 1.73, 1.55], [0.64, -0.45, -0.14], [1.54, -1.06, -0.19], [-1.18, 0.04, -1.76], [0.60, 0.71, 1.91], [-0.54, -1.05, -0.99], [-1.16, 0.19, -4.44], [1.45, 1.07, 3.80], [-0.44, 0.71, -3.07], [-0.75, -0.65, -4.83], [0.58, 0.64, 3.45], [0.37, -0.30, 1.23], [-0.24, 1.15, 3.86], [-1.21, -1.62, -0.29], [-0.17, -1.71, -1.82], [0.79, 0.49, -0.72], [-1.76, 0.61, -1.24], [0.75, -0.48, 3.69]]
}



# 5
{
  "formula": "C26H15Br2N4OS2SiV",
  "method": "the ωB97M-V functional and the def2-TZVPD basis",
  "gap_ev": [6.699, 7.049],
  "homo_ha": [-0.291, -0.315],
  "relative_energy_kcal_mol": 7.24,
  "elements": ["H", "H", "H", "C", "C", "C", "N", "S", "H", "C", "H", "H", "H", "S", "H", "C", "Br", "C", "C", "C", "C", "C", "C", "C", "N", "C", "C", "V", "H", "H", "C", "C", "Br", "C", "O", "C", "H", "Si", "C", "C", "C", "C", "C", "H", "C", "N", "H", "H", "C", "C", "N", "H"],
  "xyz": [[0.82, -4.28, 5.72], [3.24, -3.49, -2.69], [-5.45, 3.56, -1.22], [-4.20, 0.66, 0.06], [-2.10, -0.93, 0.88], [0.17, -0.77, 0.99], [-0.94, -1.50, 1.27], [1.83, 1.70, 0.94], [1.58, -2.26, 4.53], [0.92, -4.23, 1.87], [5.62, -2.90, -2.39], [1.58, -2.82, -1.00], [4.69, -1.03, 1.34], [0.89, 0.03, -1.79], [-0.90, -2.41, 1.74], [-4.47, -0.60, 0.66], [-6.99, 1.29, -0.24], [0.84, -4.27, 4.64], [1.26, -3.13, 3.96], [3.56, -2.95, -1.81], [-3.35, 3.15, -1.01], [2.93, 1.34, -2.97], [1.30, -3.09, 2.57], [0.49, -5.38, 2.53], [4.74, 3.25, -0.61], [2.57, 1.87, -0.63], [3.02, -1.90, 0.30], [-0.06, 0.91, 0.01], [0.21, -6.26, 1.97], [-5.49, -0.92, 0.80], [3.76, 2.65, -0.64], [-2.40, 2.23, -0.61], [-2.81, 4.83, -1.68], [4.37, -1.58, 0.46], [-1.08, 2.32, -0.60], [-3.42, -1.38, 1.07], [-3.60, -2.33, 1.56], [1.79, -1.50, 1.66], [-5.13, 1.63, -0.38], [4.89, -2.62, -1.64], [2.18, 1.20, -1.76], [2.63, -2.59, -0.84], [5.30, -1.93, -0.50], [0.12, -6.28, 4.45], [0.45, -5.39, 3.92], [3.53, 1.42, -3.95], [6.34, -1.66, -0.37], [0.97, -4.24, 0.78], [-2.87, 1.01, -0.11], [-4.71, 2.83, -0.90], [-1.82, 0.22, 0.27], [2.36, -0.57, 2.65]]
}



# 6
{
  "formula": "C24H36N8O3Pt",
  "method": "the ωB97M-V functional and the def2-TZVPD basis",
  "gap_ev": 6.448,
  "homo_ha": -0.239,
  "elements": ["C", "H", "N", "H", "H", "H", "H", "C", "C", "H", "H", "H", "H", "H", "C", "N", "C", "H", "H", "C", "C", "H", "C", "C", "H", "C", "N", "N", "H", "H", "H", "N", "N", "C", "C", "H", "H", "C", "H", "H", "H", "C", "C", "C", "H", "H", "H", "H", "H", "C", "O", "C", "O", "H", "C", "H", "N", "H", "C", "H", "H", "C", "C", "H", "H", "C", "O", "H", "C", "N", "H", "Pt"],
  "xyz": [[-1.77, -2.37, -1.98], [-0.84, 4.89, 0.69], [-0.35, -1.40, -0.32], [-3.14, 2.05, 0.35], [1.79, 2.71, -1.12], [-3.95, -1.01, -4.18], [1.21, 4.80, 2.00], [-0.19, 2.45, 0.45], [0.77, -3.54, 2.32], [-2.73, -4.60, 0.54], [2.06, 4.36, -0.49], [-3.31, -2.18, 2.01], [-3.54, -2.40, 0.26], [2.16, 3.39, 2.44], [-1.17, 1.31, -1.33], [-1.33, 2.89, 1.07], [-2.83, -2.08, 1.03], [0.62, -4.62, 2.32], [1.68, -0.98, 2.01], [4.15, -0.48, -1.49], [-1.30, -1.25, -1.34], [-1.11, 3.40, -1.63], [-1.60, 2.48, -1.91], [-2.47, 2.00, 1.21], [-3.91, 1.34, -4.11], [-3.14, 1.34, -3.34], [3.57, -0.24, -0.18], [-0.15, 1.41, -0.35], [2.97, 2.98, 0.16], [-0.99, -4.86, 0.71], [1.80, -4.33, -0.15], [0.70, -2.95, 1.00], [-1.63, -2.89, 1.01], [3.40, 0.15, 2.13], [4.27, -0.24, 0.94], [-2.00, -4.64, 2.16], [5.14, -0.04, -1.58], [-1.84, -4.32, 1.12], [-3.01, 2.27, 2.11], [-2.11, 0.98, 1.31], [3.60, 1.19, 2.37], [2.00, 3.30, -0.23], [-2.69, 0.10, -2.83], [1.19, 3.71, 2.06], [2.76, -3.02, 0.56], [-2.58, -1.04, 0.86], [-1.79, 4.64, 2.16], [1.70, -2.68, -0.81], [3.72, -0.44, 2.99], [-2.60, 2.51, -2.90], [1.97, 0.34, -2.16], [-0.45, -2.39, 0.50], [5.47, -0.47, 1.09], [1.77, -3.36, 2.73], [-2.74, -2.30, -3.00], [-2.91, 3.46, -3.32], [1.95, -0.02, 1.85], [-2.56, 4.50, 0.56], [-1.70, 0.05, -1.80], [0.41, 3.41, 2.76], [-1.38, -3.34, -1.69], [1.80, -3.26, 0.10], [-1.64, 4.30, 1.13], [1.37, 0.56, 2.45], [0.03, -3.08, 2.98], [3.22, 0.06, -2.56], [3.58, 0.20, -3.71], [-3.10, -3.21, -3.47], [-3.21, -1.09, -3.40], [0.96, 3.10, 0.76], [4.28, -1.56, -1.68], [1.66, 0.10, -0.22]]
}



# 7
{
  "formula": "C5H9NO",
  "method": "the ωB97M-V functional and the def2-TZVPD basis",
  "gap_ev": 9.737,
  "homo_ha": -0.335,
  "relative_energy_kcal_mol": 90.90,
  "elements": ["H", "C", "N", "H", "H", "C", "H", "H", "H", "O", "C", "H", "H", "C", "H", "C"],
  "xyz": [[-2.21, 0.79, -1.77], [1.86, 0.47, -0.42], [-1.66, 0.34, -1.06], [2.46, -0.25, -1.02], [0.88, -1.80, 0.79], [0.20, -1.08, 1.25], [1.82, 1.42, -0.93], [0.66, -0.70, 2.17], [2.16, 0.51, 0.60], [0.22, -0.64, -2.07], [-0.41, -0.22, -1.14], [-2.23, 0.24, 0.97], [-1.50, 1.80, 0.47], [-1.48, 0.73, 0.33], [-0.71, -1.63, 1.55], [-0.07, 0.02, 0.27]]
}



# 8
{
  "formula": "C3H6O2",
  "method": "the ωB97M-V functional and the def2-TZVPD basis",
  "gap_ev": 10.869,
  "smiles": "COCC=O",
  "homo_ha": -0.367,
  "relative_energy_kcal_mol": 43.75,
  "elements": ["C", "H", "O", "H", "H", "H", "O", "C", "H", "C", "H"],
  "xyz": [[1.43, 0.06, -0.20], [0.50, -1.73, -0.79], [-0.99, -0.63, 0.04], [-1.26, 1.18, -0.96], [-0.73, 1.33, 0.74], [0.62, -1.53, 0.96], [2.59, -0.15, 0.06], [-1.33, 0.73, 0.04], [-2.37, 0.79, 0.36], [0.37, -1.01, 0.03], [1.10, 1.02, -0.64]]
}



# 9
{
  "formula": "C3H10AgF2N2O8S2",
  "method": "the ωB97M-V functional and the def2-TZVPD basis",
  "charge": -1,
  "gap_ev": 6.168,
  "homo_ha": -0.133,
  "relative_energy_kcal_mol": 0.00,
  "elements": ["F", "H", "O", "O", "Ag", "N", "C", "O", "N", "H", "S", "H", "S", "H", "O", "H", "O", "C", "H", "H", "H", "O", "O", "H", "C", "H", "F", "O"],
  "xyz": [[-0.33, -2.27, -2.01], [1.74, -3.21, 0.84], [2.03, -0.17, 1.80], [-3.53, -0.70, 0.40], [0.69, 0.24, -0.17], [1.16, -2.61, 1.43], [0.29, 2.96, -1.93], [4.11, 0.53, 1.91], [-1.00, -1.42, 0.07], [0.42, -2.31, 0.79], [-1.74, -1.99, -1.32], [0.70, 3.94, -2.19], [-2.32, -1.20, 0.97], [-0.57, 2.84, -2.59], [-2.36, -2.15, 2.06], [0.78, -3.19, 2.17], [3.26, -0.21, -0.06], [-0.12, 3.07, -0.46], [0.81, 3.11, 0.11], [1.01, 2.15, -2.07], [-1.85, 2.27, -0.60], [-2.27, -0.99, -2.19], [-2.39, -3.26, -1.16], [1.65, -1.71, 1.73], [3.19, 0.03, 1.18], [-0.54, 4.08, -0.32], [-1.80, 0.11, 1.74], [-1.04, 2.04, -0.13]]
}



# 10
{
  "formula": "C8H12Cl2CoN2O4Y",
  "method": "the ωB97M-V functional and the def2-TZVPD basis",
  "s_squared": 6.038,
  "charge": 4,
  "gap_ev": [9.351, 6.256],
  "multiplicity": 5,
  "homo_ha": [-0.876, -0.885],
  "elements": ["H", "O", "H", "H", "O", "C", "N", "H", "O", "H", "C", "H", "Cl", "H", "Y", "N", "H", "C", "H", "C", "Co", "Cl", "C", "H", "H", "O", "H", "C", "C", "C"],
  "xyz": [[2.70, -1.19, 0.90], [1.04, -2.49, -6.35], [-2.96, -0.67, 0.71], [1.21, -1.16, 3.65], [-0.66, 0.11, 0.07], [-1.57, -0.34, 3.55], [0.84, -0.54, 1.65], [-2.72, 1.07, 0.86], [2.36, 3.54, -0.78], [2.13, 0.28, 0.11], [1.79, -0.72, 0.53], [-0.58, -0.32, 4.00], [-0.68, -1.65, -3.39], [-2.18, 0.45, 4.01], [0.56, 0.44, -1.57], [-1.49, -0.10, 2.11], [1.16, 0.63, 3.43], [0.49, -1.49, -6.07], [2.53, -0.30, 2.85], [0.31, 1.10, -6.00], [-0.39, -0.29, -5.16], [-0.68, 1.99, -3.03], [1.45, -0.33, 2.96], [1.38, -1.40, -0.25], [-2.05, -1.31, 3.77], [0.90, 2.02, -6.46], [-3.54, 0.17, 2.18], [-2.75, 0.13, 1.43], [-0.41, -0.18, 1.31], [1.82, 2.54, -1.02]]
}



# 11
{
  "formula": "ClH2N3O2",
  "method": "the ωB97M-V functional and the def2-TZVPD basis",
  "charge": -2,
  "gap_ev": [7.832, 7.834],
  "homo_ha": [-0.073, -0.073],
  "relative_energy_kcal_mol": 0.24,
  "elements": ["H", "Cl", "H", "O", "N", "N", "N", "O"],
  "xyz": [[0.19, 1.04, 0.28], [8.99, 0.59, 0.06], [-2.75, -0.91, -0.70], [-1.76, -2.47, 0.45], [-1.78, -0.52, -0.51], [-0.57, 1.49, -0.22], [-1.12, -1.43, 0.08], [-1.21, 2.22, 0.56]]
}



# 12
{
  "formula": "C36H62BrO13P",
  "method": "the ωB97M-V functional and the def2-TZVPD basis",
  "gap_ev": 8.015,
  "smiles": "CC(=O)OCCc1c(Br)c(OC[C@H](C)O)cc2c1C(=O)C(P(C)O)=C(CC(=O)O)C2=O.CCOCC.CCOCC.CCOCC.CCOCC",
  "homo_ha": -0.337,
  "elements": ["C", "H", "O", "H", "C", "H", "H", "C", "C", "H", "H", "H", "O", "H", "H", "H", "O", "O", "H", "H", "H", "O", "C", "H", "H", "H", "C", "H", "C", "H", "O", "H", "C", "H", "C", "H", "C", "O", "H", "H", "H", "H", "H", "H", "O", "C", "H", "H", "H", "C", "H", "H", "H", "H", "H", "H", "H", "O", "C", "C", "C", "C", "O", "H", "H", "H", "C", "H", "H", "H", "P", "C", "H", "C", "C", "H", "C", "H", "H", "C", "C", "C", "H", "C", "H", "H", "H", "H", "Br", "C", "C", "H", "H", "H", "O", "C", "H", "C", "C", "H", "C", "C", "O", "H", "H", "C", "H", "O", "C", "C", "H", "H", "C"],
  "xyz": [[-2.93, -0.31, 0.04], [-3.74, 2.19, -4.40], [4.64, -3.54, -2.19], [-0.52, 5.46, -2.49], [9.20, 1.77, -4.03], [-2.06, 5.46, -0.59], [-3.34, -4.81, -1.50], [-1.00, -0.96, 2.56], [-3.83, -1.39, -0.49], [9.11, 2.86, -4.01], [-5.47, 5.38, -1.46], [-1.38, 1.80, -3.90], [2.24, -0.82, -2.07], [9.71, -0.76, -3.28], [1.97, -2.86, -2.13], [4.16, -0.28, 9.10], [-6.43, 5.15, -3.20], [-3.38, -3.76, -4.32], [-5.87, 2.92, -1.82], [-9.69, 5.27, -4.11], [-5.01, -3.43, -1.62], [-2.75, -0.86, -3.73], [-1.85, 4.52, -1.10], [3.00, -1.20, 10.78], [8.51, 0.16, -1.27], [7.45, 1.41, -2.81], [-1.37, 4.79, -2.52], [8.90, -1.54, -1.02], [-7.61, 4.75, -3.87], [2.53, -2.60, -4.33], [-0.57, -0.87, 3.92], [-1.08, 3.98, -0.54], [-1.89, 2.62, -3.38], [4.70, -0.57, 7.45], [5.55, -1.93, 8.88], [5.33, -2.38, 9.85], [0.98, -0.66, -1.53], [-0.92, 3.64, -3.20], [1.79, -3.04, 8.66], [-4.08, -1.77, 2.56], [-7.78, 3.67, -3.75], [-7.41, 4.92, -4.93], [3.96, -4.16, -1.87], [-4.06, -3.94, 1.96], [7.82, -0.27, -3.97], [-3.09, 3.05, -4.19], [-5.22, -2.48, -3.11], [-7.20, 5.65, -1.34], [7.25, -1.06, -1.47], [0.84, -0.26, -0.22], [3.32, -3.31, 9.47], [0.24, -1.62, 6.46], [1.42, -1.94, 5.17], [4.03, -3.57, -4.48], [-2.76, 3.92, -1.08], [0.02, -1.21, -3.37], [-4.91, -4.58, 0.53], [-1.42, -2.91, 4.30], [8.66, -1.01, -3.10], [-8.85, 5.54, -3.47], [-6.44, 5.01, -1.79], [8.31, -0.85, -1.63], [-3.34, 0.55, 0.78], [1.60, -2.25, 10.97], [-7.60, 3.18, -1.57], [0.30, 0.70, 2.20], [2.16, -1.66, 10.25], [6.45, -1.32, 8.99], [-3.30, -3.82, 0.40], [-6.48, 3.50, -0.25], [-5.09, -2.14, 0.64], [-3.62, -3.85, -3.15], [-0.52, -1.82, 2.10], [-0.11, -0.92, -2.33], [-6.61, 3.57, -1.33], [1.52, -0.86, 9.88], [2.64, -2.53, 9.10], [5.76, -2.73, 8.17], [-2.21, 2.21, -2.41], [-2.60, -1.12, -2.57], [0.46, -2.24, 5.60], [-4.27, -3.80, 0.91], [-2.16, 5.30, -3.09], [-0.43, -0.10, 0.35], [4.07, -1.86, -4.82], [-9.14, 5.33, -2.44], [-8.66, 6.61, -3.55], [7.12, 1.52, -4.53], [2.39, 0.06, 0.81], [7.83, 1.13, -3.80], [2.75, -2.15, -1.84], [9.92, 1.48, -3.27], [-2.07, -1.13, 2.48], [-1.38, 1.06, 1.88], [-4.88, -1.44, 2.12], [3.97, -2.38, -2.71], [-3.69, 3.79, -3.66], [4.40, -1.07, 8.37], [-0.62, 0.30, 1.79], [0.52, -3.29, 5.87], [-1.52, -0.39, -0.47], [-4.50, -2.86, -2.40], [3.24, -1.81, 8.04], [4.67, -1.55, -2.58], [9.60, 1.47, -5.00], [-3.67, -1.78, -1.75], [3.00, -2.30, -0.79], [-3.08, -4.86, -2.43], [-0.60, -2.06, 4.56], [3.61, -2.61, -4.19], [8.53, -2.05, -3.39], [-2.78, 3.49, -5.14], [-1.36, -0.80, -1.79]]
}



Repeat the second record exactly.
{
  "formula": "C4H6ClN2O2S",
  "method": "the ωB97M-V functional and the def2-TZVPD basis",
  "charge": 1,
  "gap_ev": 7.023,
  "homo_ha": -0.485,
  "relative_energy_kcal_mol": 54.21,
  "elements": ["N", "H", "O", "H", "H", "H", "S", "O", "C", "Cl", "C", "H", "C", "H", "N", "C"],
  "xyz": [[-0.30, 1.29, 1.40], [-1.00, 0.84, -1.65], [2.91, -0.61, -0.50], [0.35, 1.39, 2.17], [0.06, -2.92, -0.59], [1.44, -2.76, 0.61], [1.67, -1.02, -1.05], [1.31, -0.60, -2.36], [-1.97, 1.79, 0.09], [-2.06, 2.93, 2.66], [1.18, -2.70, -0.44], [-2.76, 2.30, -0.40], [-0.07, 0.63, 0.28], [1.77, -3.56, -0.94], [-1.07, 1.02, -0.59], [-1.46, 1.98, 1.32]]
}



Question: Number 11 is which compound?
Answer: ClH2N3O2